Entry 1:
12
Properties=species:S:1:pos:R:3 method="wB97M-V/def2-TZVPD" molar_mass_g_mol=122.2 energy_ev=-26923.59247 lumo_energy_ev=-0.20 homo_energy_ev=-8.74
C -2.64731 -0.03380 -1.23530
C 0.89745 0.14584 0.67045
C 2.32026 0.27890 1.10539
H -0.79788 -1.37531 -1.54654
H -3.08018 0.83406 -0.70454
H 0.61910 -0.91096 0.64204
H 0.78683 0.52935 -0.34958
H 0.22087 0.68332 1.33898
H 3.04347 -0.24221 0.47008
O -3.25101 -0.69178 -2.03596
S -0.96379 -0.31598 -0.74444
S 2.85218 1.09856 2.38941



Entry 2:
13
Properties=species:S:1:pos:R:3 method="wB97M-V/def2-TZVPD" molar_mass_g_mol=142.5 charge=-1 energy_ev=-29566.62556 lumo_energy_ev="3.74 / 1.48" spin_multiplicity=3 s2=2.01 homo_energy_ev="-2.09 / -5.30"
C -0.68676 -1.04045 1.16531
C 1.58494 -1.39526 0.61660
N 0.55559 -1.64046 1.33479
O 0.93268 1.21389 -1.46661
O -1.54084 0.62878 -1.95464
P -0.54025 1.59335 -1.44409
Cl -0.66709 3.36648 -2.31480
H -1.45520 -1.67711 1.22120
H -0.90489 -0.15884 1.90759
H -0.67198 -0.47276 0.26014
H 1.70832 -0.63430 -0.10537
H 2.43017 -1.82935 0.93060
H -0.74469 2.04604 -0.15073



Entry 3:
25
Properties=species:S:1:pos:R:3 method="wB97M-V/def2-TZVPD" molar_mass_g_mol=170.3 smiles=Cc1ccc(O)cc1.CCS energy_ev=-22441.01439 lumo_energy_ev=0.80 homo_energy_ev=-8.29
C -1.10516 -2.05128 -1.30511
C -1.28800 -0.58910 -1.25724
C -1.99583 0.00418 -0.22691
C -2.35353 1.36514 -0.22155
C -1.67190 2.14006 -1.14323
O -2.16306 3.42016 -1.35967
C -0.78433 1.61362 -2.11693
C -0.78638 0.24188 -2.28340
H -0.66623 -2.38163 -0.32247
H -0.54530 -2.42292 -2.16766
H -1.98128 -2.69195 -1.30326
H -2.26275 -0.61949 0.59946
H -3.23011 1.47592 0.43024
H -1.48873 3.85471 -1.90808
H -0.22239 2.41228 -2.58790
H -0.49984 -0.27531 -3.20078
C 2.37595 0.26932 2.52718
C 3.19550 -0.95944 2.32635
S 2.50687 -2.30048 1.24364
H 2.85354 1.24963 2.58326
H 1.81403 0.20361 3.48143
H 1.57058 0.33759 1.81625
H 4.23879 -0.98767 2.01585
H 3.23154 -1.50183 3.30513
H 1.25803 -1.80701 1.07539